(1)
Density functional theory data (wB97M-V/def2-TZVPD) for a cluster of 3 separate species, C2H6IN3 in total.

For the molar mass, the calculation gives 199.0 g mol⁻¹. For the gap between HOMO and LUMO, the calculation gives 8.952 eV. The HOMO energy is -8.911 eV. As for the energy relative to the best compared isomer or geometry (same formula, charge and spin): 142.87 kJ/mol.

The geometry in ORCA input format:
```
! wB97M-V def2-TZVPD RIJCOSX def2/J DEFGRID3
* xyz 0 1
C -1.139 -1.654 -0.118
C 1.585 -0.019 0.525
N -1.039 -2.044 0.973
N 0.297 0.978 -1.110
N 0.754 0.917 0.171
I -3.737 -0.134 -1.041
H 2.048 0.105 1.507
H 1.956 -0.698 -0.332
H -1.178 -1.959 1.987
H 0.809 0.459 -1.804
H -0.403 1.551 -1.389
H -2.088 -0.816 -0.934
*
```


(2)
Density functional theory data (wB97M-V/def2-TZVPD) for a cluster of 3 separate species, C2H6IN3 in total.

For the molar mass, the calculation gives 199.0 g mol⁻¹. For the gap between HOMO and LUMO, the calculation gives 9.765 eV. The HOMO energy is -8.848 eV. As for the energy relative to the best compared isomer or geometry (same formula, charge and spin): 161.49 kJ/mol.

The geometry in ORCA input format:
```
! wB97M-V def2-TZVPD RIJCOSX def2/J DEFGRID3
* xyz 0 1
C 0.264 -1.698 -0.325
C 0.635 1.467 -0.899
N 1.417 -1.814 -0.468
N -1.336 0.813 -0.028
N -0.052 0.654 -0.208
I -0.970 -1.866 2.780
H 1.638 1.183 -1.111
H 0.320 2.371 -1.254
H 2.328 -1.667 -0.170
H -1.707 1.587 -0.542
H -1.529 0.893 0.946
H -1.009 -1.925 1.278
*
```


(3)
Density functional theory data (wB97M-V/def2-TZVPD) for a structure of composition C2H6INS.

For the molar mass, the calculation gives 203.0 g mol⁻¹. For the gap between HOMO and LUMO (spin up / spin down), the calculation gives 8.235 / 7.691 eV. The HOMO energy (spin up / spin down) is -8.677 / -7.901 eV. As for the energy relative to the best compared isomer or geometry (same formula, charge and spin): 302.35 kJ/mol.

The geometry in ORCA input format:
```
! wB97M-V def2-TZVPD RIJCOSX def2/J DEFGRID3
* xyz 0 1
C 0.461 2.051 0.424
C 0.773 -1.577 -0.431
N -1.413 -0.481 -0.279
S -0.808 -1.683 0.522
I -3.193 0.494 -0.066
H 0.599 2.783 -0.279
H 0.831 0.982 0.413
H -0.381 2.144 1.165
H 1.231 -2.527 -0.198
H 1.298 -0.784 0.110
H 0.603 -1.402 -1.381
*
```


(4)
Density functional theory data (wB97M-V/def2-TZVPD) for a structure of composition C2H6KO2.

For the molar mass, the calculation gives 101.2 g mol⁻¹. For the gap between HOMO and LUMO, the calculation gives 2.487 eV. The HOMO energy is -2.350 eV. As for the energy relative to the best compared isomer or geometry (same formula, charge and spin): 405.08 kJ/mol.

The geometry in ORCA input format:
```
! wB97M-V def2-TZVPD RIJCOSX def2/J DEFGRID3
* xyz -1 1
K 28.556 19.946 25.270
C 30.644 25.986 22.446
O 30.851 24.706 22.986
H 29.682 26.431 22.698
H 31.411 26.629 22.878
H 30.864 25.957 21.379
C 32.101 18.647 30.727
O 32.199 19.199 29.429
H 32.509 19.325 31.477
H 31.064 18.444 30.993
H 32.575 17.667 30.770
*
```


(5)
Density functional theory data (wB97M-V/def2-TZVPD) for a structure of composition C2H6MgO3.

For the molar mass, the calculation gives 102.4 g mol⁻¹. As for the expectation value of S²: 0.751. For the gap between HOMO and LUMO (spin up / spin down), the calculation gives 5.437 / 7.426 eV. The HOMO energy (spin up / spin down) is -1.873 / -4.024 eV. As for the energy relative to the best compared isomer or geometry (same formula, charge and spin): 0.00 kJ/mol.

The geometry in ORCA input format:
```
! wB97M-V def2-TZVPD RIJCOSX def2/J DEFGRID3
* xyz -1 2
O 1.773 -0.614 2.479
C 1.753 -0.916 1.130
H 2.368 -1.806 0.861
H 2.378 -0.125 0.649
Mg -0.110 -1.040 2.831
O 0.221 -1.465 0.928
H -0.140 -0.681 -0.747
C 0.158 1.380 -0.885
O 0.646 0.087 -1.131
H -0.328 1.816 -1.777
H -0.584 1.381 -0.065
H 0.997 2.016 -0.573
*
```


(6)
Density functional theory data (wB97M-V/def2-TZVPD) for a cluster of 2 separate species, C2H6N2 in total.

For the molar mass, the calculation gives 58.1 g mol⁻¹. As for the SMILES: C=N.C=N. For the gap between HOMO and LUMO, the calculation gives 10.663 eV. The HOMO energy is -9.796 eV. As for the energy relative to the best compared isomer or geometry (same formula, charge and spin): 356.49 kJ/mol.

The geometry in ORCA input format:
```
! wB97M-V def2-TZVPD RIJCOSX def2/J DEFGRID3
* xyz 0 1
C 5.897 0.641 0.612
N 5.757 0.286 1.824
H 6.689 1.241 0.135
H 5.681 -0.086 -0.192
H 5.771 1.179 2.345
C -5.653 -0.523 -0.600
N -6.075 -0.365 -1.792
H -5.614 0.246 0.160
H -5.420 -1.557 -0.332
H -6.527 -1.240 -2.050
*
```


(7)
Density functional theory data (wB97M-V/def2-TZVPD) for the molecule C2H6N2.

For the molar mass, the calculation gives 58.1 g mol⁻¹. As for the SMILES: N/C=C/N. For the gap between HOMO and LUMO, the calculation gives 8.764 eV. The HOMO energy is -7.543 eV. As for the energy relative to the best compared isomer or geometry (same formula, charge and spin): 199.47 kJ/mol.

The geometry in ORCA input format:
```
! wB97M-V def2-TZVPD RIJCOSX def2/J DEFGRID3
* xyz 0 1
N 1.615 -0.121 0.884
C 0.191 -0.144 0.622
C -0.302 -0.295 -0.630
N -1.298 0.504 -1.178
H 1.691 0.651 1.543
H 1.948 -0.897 1.465
H -0.509 0.047 1.450
H 0.314 -0.818 -1.367
H -2.131 0.680 -0.635
H -1.521 0.392 -2.154
*
```


(8)
Density functional theory data (wB97M-V/def2-TZVPD) for the molecule C2H6N2.

For the molar mass, the calculation gives 58.1 g mol⁻¹. For the gap between HOMO and LUMO (spin up / spin down), the calculation gives 9.822 / 6.786 eV. The HOMO energy (spin up / spin down) is -8.838 / -6.958 eV. As for the energy relative to the best compared isomer or geometry (same formula, charge and spin): 515.94 kJ/mol.

The geometry in ORCA input format:
```
! wB97M-V def2-TZVPD RIJCOSX def2/J DEFGRID3
* xyz 0 1
C -0.186 -0.644 -0.015
C -0.791 0.707 -0.112
N 1.225 -0.482 -0.129
N 1.842 0.610 0.038
H -0.497 -0.913 1.025
H -0.682 -1.163 -0.843
H -1.823 0.759 -0.485
H -0.549 1.258 0.679
H 1.888 -1.178 0.156
H 1.229 1.360 -0.242
*
```


(9)
Density functional theory data (wB97M-V/def2-TZVPD) for the molecule C2H6N2.

For the molar mass, the calculation gives 58.1 g mol⁻¹. As for the SMILES: [H]/N=C\NC. For the gap between HOMO and LUMO, the calculation gives 10.075 eV. The HOMO energy is -9.200 eV. As for the energy relative to the best compared isomer or geometry (same formula, charge and spin): 121.86 kJ/mol.

The geometry in ORCA input format:
```
! wB97M-V def2-TZVPD RIJCOSX def2/J DEFGRID3
* xyz 0 1
H 0.960 -1.395 -0.154
N 1.564 -0.550 0.003
C 0.824 0.461 0.015
N -0.536 0.637 0.060
C -1.420 -0.442 0.002
H 1.335 1.409 -0.031
H -0.862 1.575 -0.373
H -2.448 -0.199 -0.284
H -1.139 -1.276 -0.751
H -1.471 -0.842 1.054
*
```


(10)
Density functional theory data (wB97M-V/def2-TZVPD) for a cluster of 2 separate species, C2H6N2 in total.

For the molar mass, the calculation gives 58.1 g mol⁻¹. As for the SMILES: C=N.C=N. For the gap between HOMO and LUMO, the calculation gives 10.168 eV. The HOMO energy is -9.246 eV. As for the energy relative to the best compared isomer or geometry (same formula, charge and spin): 318.20 kJ/mol.

The geometry in ORCA input format:
```
! wB97M-V def2-TZVPD RIJCOSX def2/J DEFGRID3
* xyz 0 1
C -1.673 3.302 -4.599
N -0.775 3.203 -3.715
H -1.878 2.547 -5.384
H -2.185 4.280 -4.823
H -1.099 3.541 -2.809
C 1.732 -3.149 4.072
N 0.628 -3.504 4.576
H 1.747 -2.134 3.641
H 2.693 -3.684 3.993
H 0.810 -4.401 5.047
*
```


(11)
Density functional theory data (wB97M-V/def2-TZVPD) for the molecule C2H6N2.

For the molar mass, the calculation gives 58.1 g mol⁻¹. As for the SMILES: [H]/N=C/NC. For the gap between HOMO and LUMO, the calculation gives 9.733 eV. The HOMO energy is -8.650 eV. As for the energy relative to the best compared isomer or geometry (same formula, charge and spin): 128.62 kJ/mol.

The geometry in ORCA input format:
```
! wB97M-V def2-TZVPD RIJCOSX def2/J DEFGRID3
* xyz 0 1
H 2.367 -1.447 -0.778
N 1.359 -1.433 -0.917
C 0.811 -0.615 -0.098
N -0.219 0.194 -0.455
C -1.115 0.781 0.517
H 1.159 -0.448 0.936
H -0.243 0.296 -1.456
H -2.047 0.213 0.554
H -1.424 1.776 0.202
H -0.649 0.683 1.495
*
```


(12)
Density functional theory data (wB97M-V/def2-TZVPD) for the molecule C2H6N2.

For the molar mass, the calculation gives 58.1 g mol⁻¹. As for the SMILES: [H]/N=C(/C)N. For the gap between HOMO and LUMO, the calculation gives 10.157 eV. The HOMO energy is -9.196 eV. As for the energy relative to the best compared isomer or geometry (same formula, charge and spin): 42.38 kJ/mol.

The geometry in ORCA input format:
```
! wB97M-V def2-TZVPD RIJCOSX def2/J DEFGRID3
* xyz 0 1
H 1.613 1.625 -0.006
N 0.587 1.535 -0.019
C 0.224 0.297 0.009
C -1.269 0.007 -0.006
N 1.032 -0.825 -0.046
H -1.687 0.529 -0.867
H -1.487 -1.075 -0.163
H -1.702 0.368 0.941
H 0.669 -1.765 0.084
H 2.021 -0.697 0.072
*
```